(1)
Density functional theory data (ωB97M-V/def2-TZVPD) for an isolated molecule of C7H5BrFIS.

Each line ends with the Löwdin charge.
Positions of all 16 atoms, in Å:
H -0.12914 -1.98231 -2.11808  0.11
C 1.33241 0.68470 2.57415  -0.20
I 0.17809 0.19442 -4.18756  0.87
C 1.45186 -0.18727 0.37692  -0.47
C 0.59549 0.10815 1.48931  -0.10
F 2.24082 -1.12101 -1.60894  -0.02
H -0.38662 -0.19462 1.82039  0.11
C 2.69010 1.07258 2.26436  -0.99
H -0.96897 -1.14302 -0.57975  0.14
H 0.91641 1.28450 3.32168  0.07
S 3.06977 0.43435 0.67739  1.00
Br 3.95296 2.01588 3.34533  0.68
C -0.19263 -1.06477 -1.46565  -0.30
C -0.64542 0.10159 -2.34215  -0.66
H -0.66636 1.09577 -1.82550  0.04
C 1.15313 -0.89543 -0.78566  -0.28

Forces on atoms 1 to 3 (eV/Å):
-0.372 0.660 0.995
2.664 1.856 -2.484
0.084 0.097 -0.694

---

(2)
Density functional theory data (ωB97M-V/def2-TZVPD) for a structure of composition C7H5F3N2O2.

Each line ends with the Löwdin charge.
Positions of all 19 atoms, in Å:
O 1.09802 0.11313 -3.50192  0.18
C -0.70584 -0.58437 -0.31480  -0.16
N -2.77868 0.05555 1.09538  0.21
H 1.37735 1.92843 0.96586  0.10
H -0.22128 1.40246 1.57171  0.09
H 1.17659 0.36386 1.77388  0.11
F -2.07177 0.02738 -3.70941  0.15
C 0.41947 0.45214 -0.19381  -0.24
C -2.08765 0.08061 -2.36658  -0.59
C 0.70792 1.08308 1.10009  0.01
N 1.10036 0.72035 -1.23816  0.19
O -1.03797 -2.10631 -2.18605  0.06
H -1.19368 -2.16202 -3.13642  0.12
C -0.98676 -0.77758 -1.79152  -0.24
C 0.71832 0.16039 -2.39425  -0.28
H -0.31400 -1.53871 0.06409  0.18
F -1.93648 1.37092 -2.02180  0.16
C -1.86060 -0.22406 0.47650  -0.19
F -3.33345 -0.27194 -2.00160  0.15

Forces on atoms 1 to 3 (eV/Å):
0.440 0.195 0.157
0.103 -0.425 -0.730
-0.464 0.186 0.392

---

(3)
Density functional theory data (ωB97M-V/def2-TZVPD) for a structure of composition C7H5FNO3S.

## Properties
charge = -1

Each line ends with the Löwdin charge.
Positions of all 18 atoms, in Å:
O -5.31091 -0.65533 1.30995  -0.30
C 0.64116 -1.08489 0.72680  -0.10
C 1.22352 0.13745 0.42767  -0.10
H 2.30512 0.53554 0.71003  0.12
F -6.01469 1.44589 0.40126  -0.31
S -5.12903 -0.00100 0.04973  0.64
O -3.42927 -1.61958 -0.15195  -0.03
N -3.59550 0.60590 -0.08534  -0.04
C -0.68260 -1.25641 0.32932  -0.03
O -5.70913 -0.37759 -1.17474  -0.28
H -1.37660 1.94344 -0.98113  0.16
C 0.43005 1.11156 -0.26972  -0.12
C -2.92436 -0.50143 -0.25737  -0.64
C -0.90329 0.93641 -0.52949  -0.06
H 0.96476 1.97384 -0.52678  0.07
H -1.02936 -2.16936 0.58516  0.08
H 1.03481 -1.92906 1.31003  0.10
C -1.44856 -0.28239 -0.27079  -0.16

Forces on atoms 1 to 3 (eV/Å):
-0.739 -0.098 -0.425
-0.144 0.353 0.027
1.368 1.881 -0.240

---

Strongest force on any atom across the listed records, respectively: 0.079 0.090 0.083 hartree/bohr.
Relative energy (zero: lowest compared OMol25 entry of this formula, charge and spin) across the listed records, respectively: 0.0 27.4 0.0 kJ/mol.